[1]
Molecular formula: CHO3Rb
Method: DFT, the ωB97M-V functional and the def2-TZVPD basis

Summary:
ΔE to the lowest compared entry with this formula, charge and spin ... 33.6 kcal/mol
Lowest unoccupied orbital energy ... -0.76 eV

Structure (ORCA input):
```
! RIJCOSX wB97M-V def2-TZVPD def2/J DEFGRID3
* xyz 0 1
O 0.896 -2.911 0.179
H 0.668 -3.767 0.537
O 1.765 -5.586 -2.372
C 1.631 -4.455 -2.597
Rb -0.212 -0.924 -1.503
O 1.403 -3.463 -3.184
*
```

Results of the Mulliken charge analysis, in e, for atoms 1 through 4: O -1.03; H 0.13; O -0.32; C 0.74



[2]
Molecular formula: CHO3Tl
Method: DFT, the ωB97M-V functional and the def2-TZVPD basis

Summary:
ΔE to the lowest compared entry with this formula, charge and spin ... 2.1 kcal/mol
Lowest unoccupied orbital energy ... -17.34 eV

Structure (ORCA input):
```
! RIJCOSX wB97M-V def2-TZVPD def2/J DEFGRID3
* xyz 2 1
Tl 4.428 42.458 -9.528
O 4.728 46.995 -11.763
C 4.552 45.926 -11.060
O 4.083 45.994 -9.910
O 4.688 44.748 -11.467
H 5.244 46.732 -12.581
*
```

Results of the Mulliken charge analysis, in e, for atoms 1 through 4: Tl 1.00; O -0.24; C 0.89; O 0.00



[3]
Molecular formula: CHO4PS
Method: DFT, the ωB97M-V functional and the def2-TZVPD basis

Summary:
ΔE to the lowest compared entry with this formula, charge and spin ... 64.4 kcal/mol
Lowest unoccupied orbital energy ... 5.96 eV

Structure (ORCA input):
```
! RIJCOSX wB97M-V def2-TZVPD def2/J DEFGRID3
* xyz -2 1
C -0.381 -0.129 1.395
O 2.666 -1.568 1.599
O 2.483 0.575 0.085
O 2.388 0.782 2.659
O -2.984 -0.115 1.035
P 2.255 -0.074 1.460
S -1.673 -0.545 0.478
H -0.841 0.390 2.365
*
```

Results of the Mulliken charge analysis, in e, for atoms 1 through 4: C -0.43; O -0.72; O -0.70; O -0.67



[4]
Molecular formula: CHO4S
Method: DFT, the ωB97M-V functional and the def2-TZVPD basis

Summary:
ΔE to the lowest compared entry with this formula, charge and spin ... 68.7 kcal/mol
Lowest unoccupied orbital energy (alpha / beta) ... 3.76 / 3.80 eV

Structure (ORCA input):
```
! RIJCOSX wB97M-V def2-TZVPD def2/J DEFGRID3
* xyz -1 1
C -0.014 1.677 0.649
O -1.169 -1.987 0.202
O -0.763 2.354 1.218
O -0.260 -0.925 -1.904
O 1.289 -1.664 -0.027
S -0.069 -1.226 -0.454
H 0.987 1.770 0.316
*
```

Results of the Mulliken charge analysis, in e, for atoms 1 through 4: C 0.07; O -0.56; O -0.37; O -0.53



[5]
Molecular formula: CHO6S
Method: DFT, the ωB97M-V functional and the def2-TZVPD basis

Summary:
ΔE to the lowest compared entry with this formula, charge and spin ... 84.6 kcal/mol
Lowest unoccupied orbital energy (alpha / beta) ... 3.67 / 0.95 eV
Expectation value of S² ... 2.01

Structure (ORCA input):
```
! RIJCOSX wB97M-V def2-TZVPD def2/J DEFGRID3
* xyz -1 3
C -1.122 -0.430 -0.406
O -2.025 -2.591 -1.717
O -0.952 0.759 -0.244
O -3.700 -0.981 -0.674
O -2.489 -0.292 -2.656
O 1.190 -0.618 0.390
O -0.018 -1.260 -0.054
S -2.499 -1.164 -1.491
H 0.747 0.311 0.319
*
```

Results of the Mulliken charge analysis, in e, for atoms 1 through 4: C 0.54; O -0.64; O -0.59; O -0.64



[6]
Molecular formula: CHO6S
Method: DFT, the ωB97M-V functional and the def2-TZVPD basis

Summary:
ΔE to the lowest compared entry with this formula, charge and spin ... 0.0 kcal/mol
Lowest unoccupied orbital energy (alpha / beta) ... 3.51 / 1.76 eV
Expectation value of S² ... 2.01

Structure (ORCA input):
```
! RIJCOSX wB97M-V def2-TZVPD def2/J DEFGRID3
* xyz -1 3
C 0.600 0.768 -0.193
O -0.043 -1.545 -1.500
O 1.628 1.062 -0.642
O 2.044 -1.926 -0.160
O -0.160 -2.111 0.838
O -1.727 2.442 0.557
O -0.442 0.847 0.313
S 0.639 -1.583 -0.221
H -2.540 2.046 1.007
*
```

Results of the Mulliken charge analysis, in e, for atoms 1 through 4: C 0.65; O -0.57; O -0.41; O -0.56



[7]
Molecular formula: CHPS3
Method: DFT, the ωB97M-V functional and the def2-TZVPD basis

Summary:
ΔE to the lowest compared entry with this formula, charge and spin ... 32.0 kcal/mol
Lowest unoccupied orbital energy (alpha / beta) ... -1.24 / -1.22 eV

Structure (ORCA input):
```
! RIJCOSX wB97M-V def2-TZVPD def2/J DEFGRID3
* xyz 0 1
C -4.661 0.437 0.145
P -0.703 -2.023 -1.031
S -4.743 -1.102 0.370
S -4.682 1.891 -0.419
S -1.121 -0.127 -0.873
H -0.451 0.378 0.108
*
```

Results of the Mulliken charge analysis, in e, for atoms 1 through 4: C 0.43; P 0.00; S -0.22; S -0.22



[8]
Molecular formula: CI3NOS
Method: DFT, the ωB97M-V functional and the def2-TZVPD basis

Summary:
ΔE to the lowest compared entry with this formula, charge and spin ... 0.0 kcal/mol
Lowest unoccupied orbital energy ... -1.90 eV

Structure (ORCA input):
```
! RIJCOSX wB97M-V def2-TZVPD def2/J DEFGRID3
* xyz 0 1
C 0.584 0.911 0.680
N -0.346 1.699 0.628
O 1.814 0.929 0.042
S 0.741 -0.470 1.826
I -0.612 3.227 -0.442
I -1.563 -0.618 2.839
I 1.804 0.817 -1.970
*
```

Results of the Mulliken charge analysis, in e, for atoms 1 through 4: C 0.71; N -0.48; O -0.57; S -0.19



[9]
Molecular formula: CIrNO4S2
Method: DFT, the ωB97M-V functional and the def2-TZVPD basis

Summary:
Lowest unoccupied orbital energy (alpha / beta) ... -11.12 / -12.57 eV
Expectation value of S² ... 6.03

Structure (ORCA input):
```
! RIJCOSX wB97M-V def2-TZVPD def2/J DEFGRID3
* xyz 2 5
Ir -1.431 0.336 0.110
N 0.581 -2.109 1.021
S -0.374 -2.534 -0.148
O -1.358 -1.412 -0.582
S 0.849 -0.808 1.866
O 0.000 0.413 1.363
O -0.457 1.516 -1.094
C 0.588 2.063 -1.130
O 1.602 2.534 -1.405
*
```

Results of the Mulliken charge analysis, in e, for atoms 1 through 4: Ir 1.79; N -0.10; S 0.68; O -0.52



[10]
Molecular formula: CN2O2
Method: DFT, the ωB97M-V functional and the def2-TZVPD basis

Summary:
ΔE to the lowest compared entry with this formula, charge and spin ... 73.9 kcal/mol
Lowest unoccupied orbital energy (alpha / beta) ... 0.60 / -3.76 eV
Expectation value of S² ... 2.02

Structure (ORCA input):
```
! RIJCOSX wB97M-V def2-TZVPD def2/J DEFGRID3
* xyz 0 3
C 0.759 0.015 0.013
N 0.027 1.179 -0.048
N -0.618 0.062 0.101
O -1.878 -0.597 -0.046
O 1.709 -0.659 -0.020
*
```

Results of the Mulliken charge analysis, in e, for atoms 1 through 4: C 0.75; N -0.45; N 0.25; O -0.21



[11]
Molecular formula: CN2O3S
Method: DFT, the ωB97M-V functional and the def2-TZVPD basis

Summary:
ΔE to the lowest compared entry with this formula, charge and spin ... 70.6 kcal/mol
Lowest unoccupied orbital energy ... -1.73 eV

Structure (ORCA input):
```
! RIJCOSX wB97M-V def2-TZVPD def2/J DEFGRID3
* xyz 0 1
C -0.679 -0.867 -0.820
N -0.724 -2.042 -0.896
N 0.799 1.885 1.432
O 1.400 2.712 0.828
O -1.047 -3.184 -0.736
O 0.223 0.909 1.019
S 0.028 0.587 -0.826
*
```

Results of the Mulliken charge analysis, in e, for atoms 1 through 4: C 0.18; N 0.52; N 0.58; O -0.45



[12]
Molecular formula: CN4O
Method: DFT, the ωB97M-V functional and the def2-TZVPD basis

Summary:
ΔE to the lowest compared entry with this formula, charge and spin ... 52.9 kcal/mol
Lowest unoccupied orbital energy ... 8.30 eV

Structure (ORCA input):
```
! RIJCOSX wB97M-V def2-TZVPD def2/J DEFGRID3
* xyz -2 1
C -0.361 -0.226 0.530
N 0.652 0.570 0.642
N -0.610 -0.607 -0.755
N 1.138 0.733 -0.641
N 0.377 0.027 -1.438
O -1.310 -0.542 1.829
*
```

Results of the Mulliken charge analysis, in e, for atoms 1 through 4: C 0.59; N -0.38; N -0.41; N -0.41



[13]
Molecular formula: CN4O3S
Method: DFT, the ωB97M-V functional and the def2-TZVPD basis

Summary:
ΔE to the lowest compared entry with this formula, charge and spin ... 37.1 kcal/mol
Lowest unoccupied orbital energy (alpha / beta) ... -2.22 / -2.22 eV
SMILES ... N#C/N=[N+](\[O-])OSN=O

Structure (ORCA input):
```
! RIJCOSX wB97M-V def2-TZVPD def2/J DEFGRID3
* xyz 0 1
N 3.152 -1.418 -0.031
C 2.229 -0.757 0.075
N 1.023 -0.293 0.027
N 0.643 0.893 -0.106
O 1.356 1.862 -0.013
O -0.698 1.051 -0.259
S -1.924 -0.406 -0.366
N -3.397 -0.547 -0.087
O -4.303 -0.063 0.476
*
```

Results of the Mulliken charge analysis, in e, for atoms 1 through 4: N -0.36; C 0.32; N -0.66; N 1.35



[14]
Molecular formula: CN4OS
Method: DFT, the ωB97M-V functional and the def2-TZVPD basis

Summary:
ΔE to the lowest compared entry with this formula, charge and spin ... 27.0 kcal/mol
Lowest unoccupied orbital energy ... 6.55 eV

Structure (ORCA input):
```
! RIJCOSX wB97M-V def2-TZVPD def2/J DEFGRID3
* xyz -2 1
C -0.213 0.627 -1.089
N -0.464 -0.656 1.129
N -0.272 -0.131 -1.976
N -0.169 -1.763 0.981
N 0.184 -2.841 1.236
O 0.868 2.979 -0.434
S 0.066 1.786 0.152
*
```

Results of the Mulliken charge analysis, in e, for atoms 1 through 4: C 0.24; N -0.53; N -0.60; N 0.30



[15]
Molecular formula: CN5O2
Method: DFT, the ωB97M-V functional and the def2-TZVPD basis

Summary:
ΔE to the lowest compared entry with this formula, charge and spin ... 154.8 kcal/mol
Lowest unoccupied orbital energy (alpha / beta) ... 1.71 / 3.36 eV

Structure (ORCA input):
```
! RIJCOSX wB97M-V def2-TZVPD def2/J DEFGRID3
* xyz -1 1
C -0.084 -0.367 0.235
N -1.202 -0.990 0.122
N 0.653 -0.390 1.308
N -1.208 -1.598 1.333
N -0.115 -1.270 2.017
N 0.604 1.468 -1.632
O -0.066 2.481 -1.767
O 1.666 1.178 -2.171
*
```

Results of the Mulliken charge analysis, in e, for atoms 1 through 4: C 0.54; N -0.34; N -0.34; N -0.27



[16]
Molecular formula: CN5O2
Method: DFT, the ωB97M-V functional and the def2-TZVPD basis

Summary:
ΔE to the lowest compared entry with this formula, charge and spin ... 46.7 kcal/mol
Lowest unoccupied orbital energy (alpha / beta) ... 4.65 / 1.45 eV
Expectation value of S² ... 2.02

Structure (ORCA input):
```
! RIJCOSX wB97M-V def2-TZVPD def2/J DEFGRID3
* xyz -1 3
C -0.734 1.102 0.106
N 1.588 -0.686 -0.082
N 0.727 -1.034 0.630
N -0.476 2.187 0.287
N 2.533 -0.317 -0.622
N -1.082 -0.267 0.006
O -1.062 -0.726 -1.129
O -1.890 -0.558 0.854
*
```

Results of the Mulliken charge analysis, in e, for atoms 1 through 4: C 0.35; N 0.87; N -0.42; N -0.49



[17]
Molecular formula: CNO3P
Method: DFT, the ωB97M-V functional and the def2-TZVPD basis

Summary:
ΔE to the lowest compared entry with this formula, charge and spin ... 10.6 kcal/mol
Lowest unoccupied orbital energy ... 7.84 eV
SMILES ... N#CP(=O)([O-])[O-]

Structure (ORCA input):
```
! RIJCOSX wB97M-V def2-TZVPD def2/J DEFGRID3
* xyz -2 1
N 0.265 2.185 -0.845
C 0.306 1.087 -0.479
P -0.037 -0.563 0.255
O 1.170 -0.935 1.079
O -1.297 -0.233 1.036
O -0.407 -1.542 -1.046
*
```

Results of the Mulliken charge analysis, in e, for atoms 1 through 4: N -0.62; C 0.24; P 0.79; O -0.76



[18]
Molecular formula: CNO3S2
Method: DFT, the ωB97M-V functional and the def2-TZVPD basis

Summary:
ΔE to the lowest compared entry with this formula, charge and spin ... 9.5 kcal/mol
Lowest unoccupied orbital energy ... 3.15 eV

Structure (ORCA input):
```
! RIJCOSX wB97M-V def2-TZVPD def2/J DEFGRID3
* xyz -1 1
C 0.205 -1.756 -1.044
N 0.320 -0.764 -0.387
O -0.116 2.009 -0.511
O 1.158 1.382 1.494
O 0.079 -2.760 -1.708
S -1.665 0.717 1.505
S 0.019 1.172 0.651
*
```

Results of the Mulliken charge analysis, in e, for atoms 1 through 4: C 0.53; N -0.53; O -0.49; O -0.49



[19]
Molecular formula: CO4P
Method: DFT, the ωB97M-V functional and the def2-TZVPD basis

Summary:
ΔE to the lowest compared entry with this formula, charge and spin ... 20.5 kcal/mol
Lowest unoccupied orbital energy ... 3.81 eV

Structure (ORCA input):
```
! RIJCOSX wB97M-V def2-TZVPD def2/J DEFGRID3
* xyz -1 1
C -0.007 -0.704 1.159
O 1.136 0.296 -1.160
O 0.810 -0.137 1.745
O -0.986 1.154 -1.847
O -0.833 -1.447 0.780
P -0.120 0.838 -0.677
*
```

Results of the Mulliken charge analysis, in e, for atoms 1 through 4: C 0.71; O -0.50; O -0.34; O -0.62



[20]
Molecular formula: CaCl4
Method: DFT, the ωB97M-V functional and the def2-TZVPD basis

Summary:
ΔE to the lowest compared entry with this formula, charge and spin ... 0.0 kcal/mol
Lowest unoccupied orbital energy ... 6.06 eV

Structure (ORCA input):
```
! RIJCOSX wB97M-V def2-TZVPD def2/J DEFGRID3
* xyz -2 1
Ca 0.177 -0.198 0.059
Cl -1.305 -2.481 0.355
Cl 0.681 1.055 2.464
Cl -1.633 1.555 -0.897
Cl 2.081 0.068 -1.981
*
```

Results of the Mulliken charge analysis, in e, for atoms 1 through 4: Ca 1.34; Cl -0.85; Cl -0.84; Cl -0.81



no.,energy (eV)
1,-7850.583
2,-11863.813
3,-29367.071
4,-20077.036
5,-24167.952
6,-24171.621
7,-42845.529
8,-39709.342
9,-35200.372
10,-8104.232
11,-20987.421
12,-9040.018
13,-23966.335
14,-19875.985
15,-12576.792
16,-12575.356
17,-17959.496
18,-30341.165
19,-18518.774
20,-68537.455